C33H39N6SiV as an isolated structure, computed with ωB97M-V with the def2-TZVPD basis set.

Computed properties:
Spin multiplicity: 2
HOMO level (spin up / spin down): -0.1272 / -0.1288 Eh
E_tot: -77359.3200 eV
Expectation value of S²: 0.853
Total charge: -1

```
80
Properties=species:S:1:pos:R:3:lowdin_spin:R:1
V 0.018 0.243 -0.109 1.2101
C 0.127 -1.486 3.171 0.0004
C 1.573 -1.757 2.736 -0.0065
C 2.106 -0.962 1.536 -0.0058
N 1.300 -0.982 0.330 -0.1390
C 1.119 -2.185 -0.531 -0.0030
C 2.351 -3.043 -0.548 -0.0095
C 2.649 -4.077 -1.345 0.0006
C 1.922 -4.568 -2.488 -0.0163
C 1.034 -3.846 -3.197 0.0029
C 0.618 -2.485 -3.014 -0.0223
C 0.747 -1.671 -1.933 0.0094
N 0.369 -0.357 -1.898 -0.0459
C -0.014 0.360 -3.094 -0.0020
C -1.523 0.581 -3.153 -0.0026
C -1.996 1.580 -2.096 -0.0013
N -1.789 1.160 -0.718 -0.0155
C -2.763 1.161 0.169 0.0015
C -4.138 1.214 -0.160 0.0220
C -5.283 1.257 0.615 0.0032
C -5.451 1.337 1.986 0.0248
C -4.416 1.375 2.911 0.0035
C -3.053 1.275 2.736 0.0196
C -2.253 1.075 1.580 0.0020
N -0.959 0.886 1.651 -0.0153
C -0.208 1.068 2.886 0.0004
C -0.161 -0.138 3.832 -0.0007
H -0.148 -2.272 3.880 0.0000
H -0.557 -1.588 2.327 0.0004
H 1.672 -2.825 2.519 0.0000
H 2.245 -1.556 3.579 -0.0001
H 3.130 -1.291 1.331 -0.0035
H 2.204 0.092 1.806 0.0001
H 3.078 -2.815 0.221 -0.0006
H 3.560 -4.615 -1.099 0.0002
H 2.144 -5.575 -2.819 -0.0009
H 0.598 -4.336 -4.064 0.0007
H 0.088 -2.066 -3.861 -0.0016
H 0.336 -0.160 -3.987 -0.0004
H 0.484 1.337 -3.077 -0.0009
H -2.036 -0.379 -3.045 0.0000
H -1.786 0.993 -4.132 -0.0002
H -3.030 1.863 -2.293 -0.0001
H -1.400 2.493 -2.228 -0.0007
H -4.341 1.169 -1.221 0.0014
H -6.201 1.233 0.035 -0.0005
H -6.463 1.380 2.368 0.0016
H -4.724 1.479 3.948 -0.0004
H -2.483 1.318 3.653 0.0011
H -0.594 1.937 3.431 -0.0004
H 0.803 1.343 2.584 0.0004
H -1.126 -0.225 4.340 0.0000
H 0.582 0.078 4.609 0.0001
C 3.926 4.327 -1.977 0.0005
Si 3.121 4.321 -0.290 0.0044
C 2.167 5.912 -0.052 0.0009
C 4.440 4.200 1.031 0.0004
C 2.008 2.898 -0.171 0.0152
C 1.273 1.919 -0.146 -0.0132
H 4.618 5.165 -2.099 0.0001
H 3.164 4.392 -2.756 0.0000
H 4.477 3.397 -2.130 0.0000
H 2.820 6.786 -0.124 0.0001
H 1.683 5.922 0.926 0.0000
H 1.386 6.002 -0.810 0.0000
H 5.142 5.036 0.976 0.0001
H 5.001 3.270 0.920 0.0000
H 3.985 4.199 2.024 0.0000
N 0.508 -6.285 0.314 0.0007
C -0.023 -5.312 -0.016 0.0002
C -0.709 -4.128 -0.408 0.0009
C -1.884 -4.225 -1.080 -0.0004
C -2.691 -3.090 -1.293 0.0010
C -2.277 -1.906 -0.713 -0.0006
N -1.175 -1.687 -0.008 -0.0135
C -0.197 -2.796 0.101 -0.0076
H -2.218 -5.205 -1.404 -0.0001
H -3.640 -3.144 -1.806 0.0001
H -2.933 -1.050 -0.821 -0.0002
H 0.072 -2.944 1.149 0.0002
```

---

C4H11BrClReSm as an isolated structure at a distorted geometry, computed with ωB97M-V with the def2-TZVPD basis set.

Computed properties:
Spin multiplicity: 9
HOMO level (spin up / spin down): -0.3070 / -0.3108 Eh
E_tot: -106920.0018 eV
Expectation value of S²: 20.076

```
19
Properties=species:S:1:pos:R:3:lowdin_spin:R:1
Sm -0.769 -1.295 -1.084 5.2619
Cl -1.061 -0.572 -3.419 -0.0083
C -2.359 -2.287 0.426 -0.0237
C 1.020 -2.748 -1.383 -0.0229
H -2.193 -3.251 0.925 -0.0029
H -2.302 -1.529 1.212 0.0002
H -3.387 -2.278 0.035 -0.0015
H 1.190 -3.631 -0.786 -0.0024
H 1.861 -2.051 -1.165 -0.0018
H 1.159 -3.019 -2.423 -0.0025
Re -0.154 1.936 0.828 2.4071
C 1.047 2.915 -0.432 0.1148
C 1.040 1.911 2.303 -0.0282
H 2.083 2.572 -0.307 0.0232
H 0.664 2.501 -1.372 0.0375
H 0.960 4.008 -0.543 0.0175
H 2.153 1.846 2.223 0.0160
H 0.731 1.500 3.287 0.0186
Br -1.682 3.471 1.676 0.1974
```

---

C9H19Cl3F6KO14P2S2 as an isolated structure at a distorted geometry, computed with ωB97M-V with the def2-TZVPD basis set.

Computed properties:
HOMO level: -0.2333 Eh
E_tot: -148761.8926 eV
Total charge: -1

```
56
Properties=species:S:1:pos:R:3:lowdin_charge:R:1
K 3.371 -6.816 18.207 0.7012
C 7.008 -7.264 14.730 -0.6632
F 7.262 -8.388 15.415 0.0857
F 8.182 -6.670 14.462 0.1113
F 6.470 -7.626 13.546 0.0989
S 5.899 -6.151 15.669 0.4338
O 6.633 -5.949 16.897 -0.3253
O 5.721 -4.997 14.826 -0.2965
O 4.699 -6.973 15.821 -0.4085
C 4.115 -2.063 18.760 -0.6784
F 3.919 -1.478 19.955 0.1080
F 3.646 -1.223 17.830 0.1212
F 5.424 -2.198 18.586 0.1445
S 3.237 -3.655 18.697 0.4262
O 3.507 -4.172 17.373 -0.3476
O 3.853 -4.435 19.760 -0.3470
O 1.859 -3.289 18.956 -0.3151
C 2.103 -6.399 14.153 -0.0274
O 0.798 -6.944 14.515 -0.2072
P 0.754 -8.167 15.463 0.3100
O 1.552 -8.070 16.673 -0.2715
O -0.784 -8.381 15.734 -0.2012
C -1.799 -7.408 15.464 -0.0748
O 1.135 -9.378 14.528 -0.1955
C 1.049 -10.713 15.040 -0.0837
H 1.947 -5.793 13.268 0.0929
H 2.822 -7.197 13.982 0.0866
H 2.493 -5.798 14.970 0.0830
H -2.685 -7.944 15.135 0.0858
H -1.473 -6.709 14.698 0.0815
H -2.023 -6.839 16.366 0.0889
H 1.705 -11.322 14.425 0.0882
H 0.019 -11.057 14.950 0.0850
H 1.380 -10.778 16.076 0.0876
C 1.089 -5.034 21.374 -0.0572
O 1.100 -6.227 22.208 -0.2013
P 1.406 -7.613 21.535 0.3332
O 2.560 -7.637 20.645 -0.2834
O 1.526 -8.555 22.787 -0.1940
C 0.412 -8.780 23.660 -0.0882
O 0.059 -8.080 20.834 -0.2105
C -0.013 -8.142 19.399 -0.0841
H 1.254 -5.278 20.332 0.0524
H 1.882 -4.370 21.705 0.0921
H 0.138 -4.530 21.533 0.0931
H -0.406 -8.088 23.451 0.0828
H 0.762 -8.625 24.674 0.0892
H 0.030 -9.781 23.465 0.0884
H 0.803 -8.738 19.002 0.0721
H -0.035 -7.141 18.972 0.0903
H -0.954 -8.635 19.153 0.0903
C 7.081 -9.330 19.383 -1.5396
Cl 8.390 -8.621 18.477 0.5886
Cl 5.636 -8.359 19.327 0.6015
Cl 7.568 -9.615 21.078 0.4958
H 6.885 -10.309 18.971 0.0109
```

---

C46H55HfN3O6SSe as an isolated structure at a distorted geometry, computed with ωB97M-V with the def2-TZVPD basis set.

Computed properties:
HOMO level: -0.0465 Eh
E_tot: -142848.3148 eV
Total charge: -2

```
113
Properties=species:S:1:pos:R:3:lowdin_charge:R:1
Hf -1.054 0.162 1.211 1.3733
C 4.297 -1.858 -3.760 -0.0542
C 4.714 -2.190 -2.318 -0.5580
C 4.772 -3.713 -2.134 -0.0532
C 6.122 -1.630 -2.096 -0.0741
C 3.692 -1.602 -1.347 -0.1831
C 2.358 -1.984 -1.424 -0.0773
C 1.435 -1.472 -0.536 -0.3638
Se -0.432 -1.966 -0.661 1.2065
C -0.900 -0.773 -2.110 -0.3691
C -0.486 -1.043 -3.400 -0.0770
C -0.837 -0.204 -4.447 -0.1880
C -1.668 0.872 -4.140 0.0111
C -2.125 1.166 -2.862 -0.0787
C -1.714 0.335 -1.777 -0.3551
O -2.094 0.520 -0.542 -0.2591
C -3.106 2.322 -2.635 -0.5292
C -3.401 3.087 -3.927 -0.0842
C -4.431 1.748 -2.104 -0.0403
C -2.544 3.327 -1.619 -0.0318
C -0.340 -0.497 -5.862 -0.5590
C 1.193 -0.611 -5.850 -0.0544
C -0.714 0.611 -6.852 -0.0758
C -0.951 -1.814 -6.363 -0.0540
C 1.781 -0.600 0.526 -0.3226
O 0.855 -0.277 1.404 -0.3273
C 3.135 -0.181 0.591 -0.0675
C 4.026 -0.699 -0.346 0.0022
C 3.729 0.803 1.616 -0.5239
C 2.747 1.381 2.637 -0.0682
C 4.334 1.995 0.855 -0.0492
C 4.837 0.086 2.406 -0.0551
H 5.039 -2.229 -4.473 0.0782
H 4.205 -0.776 -3.878 0.0911
H 3.332 -2.304 -4.003 0.0612
H 5.525 -4.154 -2.796 0.0758
H 3.808 -4.175 -2.352 0.0763
H 5.033 -3.956 -1.102 0.0884
H 6.805 -2.080 -2.821 0.0762
H 6.488 -1.861 -1.094 0.0829
H 6.137 -0.548 -2.238 0.0851
H 2.016 -2.683 -2.178 0.0959
H 0.113 -1.930 -3.573 0.0946
H -1.980 1.519 -4.947 0.0757
H -3.854 2.442 -4.685 0.0779
H -2.493 3.536 -4.337 0.0845
H -4.108 3.891 -3.709 0.0767
H -4.879 1.075 -2.840 0.0841
H -5.136 2.558 -1.893 0.0783
H -4.254 1.191 -1.184 0.0794
H -1.534 3.637 -1.895 0.0992
H -2.507 2.870 -0.638 0.0540
H -3.182 4.216 -1.569 0.0837
H 1.625 0.299 -5.429 0.0936
H 1.581 -0.751 -6.864 0.0779
H 1.524 -1.449 -5.237 0.0572
H -0.331 1.575 -6.512 0.0869
H -1.796 0.686 -6.978 0.0806
H -0.276 0.392 -7.829 0.0756
H -0.676 -2.646 -5.713 0.0770
H -0.609 -2.037 -7.379 0.0757
H -2.041 -1.742 -6.370 0.0855
H 5.055 -0.373 -0.276 0.0841
H 1.953 1.941 2.150 0.0672
H 3.288 2.070 3.294 0.0853
H 2.291 0.612 3.254 0.0542
H 3.556 2.510 0.289 0.0939
H 5.120 1.686 0.160 0.0670
H 4.768 2.704 1.566 0.0790
H 4.419 -0.768 2.943 0.0904
H 5.274 0.774 3.136 0.0774
H 5.638 -0.275 1.757 0.0660
C -4.236 1.017 3.259 -0.0066
C -3.248 2.047 2.864 -0.3650
N -2.354 1.938 1.888 0.0114
C -1.615 3.094 1.897 -0.1689
C -2.080 3.925 2.876 -0.0940
N -3.126 3.250 3.451 0.1926
C -1.723 5.280 3.307 -0.5036
O -0.711 5.840 2.683 0.1070
O -2.347 5.835 4.194 0.0580
C -0.386 3.189 1.059 -0.5688
O 0.228 4.279 1.030 0.0390
O -0.059 2.128 0.467 -0.0672
H -3.924 0.075 2.787 0.0448
H -5.240 1.285 2.918 0.0785
H -4.242 0.897 4.343 0.0831
H -3.606 3.606 4.261 0.1693
H -0.313 5.203 1.978 0.0301
N -2.402 -1.138 1.793 -0.2005
C -2.200 -2.395 2.208 -0.5217
C -0.909 -2.979 2.446 -0.1127
C -0.757 -4.255 2.955 -0.1341
C -1.853 -5.062 3.247 -0.1659
C -3.125 -4.539 3.019 -0.1555
C -3.298 -3.268 2.513 -0.0806
H -0.031 -2.356 2.320 0.0711
H 0.245 -4.631 3.146 0.0881
H -1.723 -6.055 3.661 0.0675
H -4.000 -5.142 3.251 0.0784
H -4.295 -2.873 2.345 0.0850
S -0.569 0.790 3.991 0.6497
C -1.156 -0.081 5.382 -0.6702
C -2.050 -1.158 5.292 -0.1173
C -2.459 -1.845 6.423 -0.1080
C -2.008 -1.472 7.684 -0.1479
C -1.148 -0.385 7.793 -0.1397
C -0.732 0.303 6.666 -0.1558
H -2.404 -1.455 4.316 0.0649
H -3.136 -2.686 6.313 0.0924
H -2.314 -2.025 8.565 0.0757
H -0.797 -0.076 8.772 0.0823
H -0.063 1.151 6.746 0.0809
```

---

One molecule with the formula C20H20ClNO7, computed with ωB97M-V with the def2-TZVPD basis set.

Computed properties:
HOMO level: -0.3160 Eh
E_tot: -49410.0704 eV
SMILES string: C[C@H](Cc1ccc2c(c1)OC(C(=O)O)(C(=O)O)O2)NC[C@H](O)c1cccc(Cl)c1

```
49
Properties=species:S:1:pos:R:3:lowdin_charge:R:1
C 0.095 3.637 0.965 -0.0505
C 0.757 2.716 -0.057 -0.3864
C -0.155 2.505 -1.298 -0.1068
C -1.451 1.842 -0.938 -0.2324
C -2.577 2.601 -0.649 -0.0421
C -3.781 2.028 -0.249 0.0310
C -3.812 0.659 -0.145 -0.1665
C -2.694 -0.115 -0.442 -0.1577
C -1.507 0.447 -0.841 0.0548
O -3.000 -1.443 -0.268 0.1147
C -4.352 -1.481 0.143 -0.2837
C -5.165 -2.294 -0.899 -0.4306
O -5.943 -1.813 -1.666 0.1731
O -4.833 -3.574 -0.847 0.1588
C -4.492 -2.133 1.546 -0.4263
O -5.436 -2.779 1.891 0.1664
O -3.459 -1.827 2.314 0.1659
O -4.847 -0.163 0.231 0.1222
N 1.137 1.490 0.614 -0.0427
C 2.075 0.629 -0.076 -0.1596
C 2.592 -0.414 0.935 -0.3447
O 3.070 0.240 2.082 -0.0209
C 3.676 -1.244 0.298 -0.1775
C 3.352 -2.354 -0.471 -0.0395
C 4.347 -3.088 -1.091 -0.0771
C 5.676 -2.729 -0.951 -0.1134
C 5.992 -1.623 -0.179 -0.6640
Cl 7.648 -1.162 0.009 0.6710
C 5.006 -0.876 0.442 -0.0477
H 0.768 3.798 1.803 0.0770
H -0.138 4.598 0.516 0.0797
H -0.824 3.192 1.339 0.0740
H 1.684 3.186 -0.407 0.1430
H 0.387 1.894 -2.022 0.1135
H -0.344 3.479 -1.748 0.1186
H -2.523 3.675 -0.741 0.1163
H -4.650 2.624 -0.031 0.1229
H -0.663 -0.176 -1.088 0.1221
H -5.332 -4.090 -1.504 0.1516
H -3.558 -2.212 3.201 0.1500
H 0.303 0.969 0.876 0.1188
H 2.919 1.243 -0.406 0.1386
H 1.666 0.109 -0.956 0.1154
H 1.749 -1.073 1.212 0.1506
H 2.515 1.027 2.194 0.0856
H 2.318 -2.648 -0.579 0.1125
H 4.089 -3.951 -1.687 0.1047
H 6.457 -3.299 -1.428 0.1020
H 5.257 -0.024 1.052 0.1150
```

---

One molecule with the formula C21H20N2O2 at a distorted geometry, computed with ωB97M-V with the def2-TZVPD basis set.

Computed properties:
HOMO level: -0.2774 Eh
E_tot: -29175.6259 eV
SMILES string: CN(C)CCOc1ccc(-c2nc3c(ccc4ccccc43)o2)cc1

```
45
Properties=species:S:1:pos:R:3:lowdin_charge:R:1
C -5.021 -2.339 -4.505 -0.0818
N -4.291 -2.214 -3.201 -0.2620
C -4.630 -3.295 -2.240 -0.1027
C -2.837 -1.815 -3.278 -0.1608
C -2.508 -0.633 -4.191 -0.1627
O -1.080 -0.381 -4.208 -0.0592
C -0.427 -0.011 -3.038 -0.2699
C -0.956 0.788 -2.017 -0.0050
C -0.215 1.037 -0.839 0.0049
C 1.066 0.432 -0.655 -0.1354
C 1.854 0.602 0.578 -0.2444
N 1.406 1.277 1.615 0.2058
C 2.440 1.221 2.539 -0.1427
C 3.512 0.523 1.989 -0.2120
C 4.679 0.346 2.704 0.0198
C 4.767 0.930 3.982 -0.0169
C 3.706 1.590 4.596 -0.2088
C 3.802 2.148 5.868 -0.0276
C 2.762 2.918 6.415 -0.0892
C 1.548 3.027 5.748 -0.0671
C 1.440 2.424 4.447 0.0061
C 2.530 1.752 3.862 -0.1112
O 3.123 0.118 0.763 0.1276
C 1.565 -0.323 -1.736 -0.0177
C 0.847 -0.528 -2.897 -0.0085
H -4.833 -1.533 -5.176 0.0548
H -6.103 -2.327 -4.320 0.0834
H -4.743 -3.291 -4.931 0.0735
H -4.274 -3.188 -1.242 0.0606
H -5.711 -3.391 -2.128 0.0749
H -4.209 -4.270 -2.631 0.0919
H -2.461 -1.605 -2.257 0.1219
H -2.273 -2.684 -3.623 0.1189
H -2.842 -0.893 -5.225 0.1252
H -3.021 0.261 -3.936 0.1057
H -1.925 1.259 -2.079 0.1109
H -0.594 1.708 -0.040 0.1212
H 5.473 -0.201 2.221 0.1143
H 5.716 0.789 4.487 0.1119
H 4.733 2.112 6.419 0.1092
H 2.886 3.416 7.379 0.1023
H 0.727 3.578 6.167 0.0911
H 0.472 2.503 3.968 0.1041
H 2.575 -0.798 -1.658 0.1323
H 1.329 -1.038 -3.695 0.1129
```

---

One molecule with the formula C2O3S2 at a distorted geometry, computed with ωB97M-V with the def2-TZVPD basis set.

Computed properties:
HOMO level: -0.3515 Eh
E_tot: -29882.0994 eV

```
7
Properties=species:S:1:pos:R:3:lowdin_charge:R:1
C 0.710 -1.379 0.267 -0.2316
C -0.704 0.655 0.427 -0.9903
O -0.516 0.546 -0.958 -0.3361
O 1.694 -0.588 -0.450 -0.3249
O -0.136 -0.396 1.022 -0.1190
S 0.430 -0.726 -1.387 1.1925
S -1.478 1.887 1.079 0.8094
```

---

C12H37AlBN2O4 as an isolated structure, computed with ωB97M-V with the def2-TZVPD basis set.

Computed properties:
HOMO level: -0.1466 Eh
E_tot: -31490.3463 eV
Total charge: -1

```
57
Properties=species:S:1:pos:R:3:lowdin_charge:R:1
N -0.344 1.065 -0.660 -0.0169
C -0.302 2.105 -1.704 -0.3024
C -0.527 1.466 -3.084 -0.3069
C 0.733 1.318 -3.950 -0.3458
Al 0.826 -0.359 -5.069 0.3039
B 2.644 -0.294 -6.288 -0.7091
N 3.916 0.216 -5.836 0.0896
O 2.745 -0.777 -7.607 -0.0157
H 0.288 0.322 -0.945 0.0355
H 0.026 1.429 0.213 0.0485
H -1.065 2.855 -1.466 0.0882
H 0.667 2.621 -1.720 0.0953
H -1.289 2.029 -3.630 0.0914
H -0.969 0.479 -2.898 0.0797
H 1.602 1.243 -3.275 0.0318
H 0.895 2.224 -4.548 0.0361
H -0.492 -0.553 -6.045 -0.1149
H 0.912 -1.643 -4.044 -0.0936
H 3.889 0.891 -5.088 0.0362
H 4.598 0.461 -6.543 0.0486
H 1.883 -1.117 -7.869 0.0418
C -3.534 0.495 2.514 -0.0575
C -3.822 1.898 2.006 -0.5034
C -4.477 1.882 0.634 -0.0631
O -2.631 2.685 1.983 -0.0603
H -2.856 -0.011 1.821 0.0832
H -3.074 0.525 3.501 0.0518
H -4.450 -0.096 2.578 0.0788
H -4.473 2.415 2.716 0.1319
H -3.811 1.404 -0.090 0.0811
H -4.679 2.898 0.295 0.0756
H -5.416 1.325 0.652 0.0746
H -2.034 2.251 1.362 0.0631
C -1.525 -1.889 6.626 -0.0637
C -1.324 -0.531 5.974 -0.5040
C -0.288 0.310 6.701 -0.0624
O -2.560 0.169 5.858 -0.0616
H -1.878 -1.764 7.655 0.0784
H -2.265 -2.470 6.076 0.0790
H -0.591 -2.452 6.658 0.0782
H -1.008 -0.673 4.938 0.1383
H -0.608 0.493 7.732 0.0786
H -0.162 1.270 6.203 0.0810
H 0.677 -0.198 6.734 0.0784
H -2.899 0.338 6.744 0.0870
C 2.482 -3.198 -1.710 -0.0699
C 3.159 -1.840 -1.693 -0.4994
C 4.441 -1.830 -0.874 -0.0675
O 2.269 -0.839 -1.193 -0.0810
H 2.210 -3.498 -0.691 0.0753
H 1.584 -3.141 -2.323 0.0482
H 3.145 -3.961 -2.123 0.0772
H 3.366 -1.538 -2.721 0.1302
H 4.224 -2.079 0.170 0.0737
H 4.902 -0.842 -0.904 0.0748
H 5.158 -2.561 -1.254 0.0745
H 2.046 -1.074 -0.285 0.0799
```